# CH5IN2

CH5IN2 in the gas phase in a non-equilibrium geometry (wB97M-V/def2-TZVPD, the OMol25 dataset).

Cartesian coordinates (Å):
C -0.54 -0.44 0.84
N 0.68 -0.40 0.09
N 1.04 0.85 -0.83
I -0.22 0.90 -2.54
H -0.96 0.56 0.96
H -1.29 -1.10 0.41
H -0.27 -0.81 1.84
H 0.85 -1.20 -0.50
H 0.72 1.65 -0.28

## Properties
Spin multiplicity   3
Gap between HOMO and LUMO (spin up / spin down)   7.337 / 6.149 eV
LUMO energy (spin up / spin down)   0.96 / -2.67 eV
Expectation value of S²   2.010
Total charge   0
Energy relative to the best compared isomer or geometry (same formula, charge and spin)   107.2 kJ/mol

=====

# CH5IN3S

A gas-phase ion, CH5IN3S (charge +1) in a non-equilibrium geometry (wB97M-V/def2-TZVPD, the OMol25 dataset).

Cartesian coordinates (Å):
C -0.52 0.07 0.11
N -0.78 -0.91 -0.69
N 0.64 0.44 0.51
N 1.82 -0.16 0.03
S -1.84 1.16 0.88
I -3.45 0.88 -0.82
H 0.19 -1.34 -0.77
H -1.65 -1.42 -0.91
H 0.65 1.30 1.07
H 2.42 -0.58 0.82
H 2.53 0.56 -0.23

## Properties
Gap between HOMO and LUMO   8.477 eV
LUMO energy   -4.82 eV
Total charge   +1
Energy relative to the best compared isomer or geometry (same formula, charge and spin)   0.0 kJ/mol

=====

# CH5INP

2 unconnected molecules or ions with the total composition CH5INP in a non-equilibrium geometry (wB97M-V/def2-TZVPD, the OMol25 dataset).

Cartesian coordinates (Å):
C -0.99 -0.32 1.54
N 1.23 0.54 -1.06
P -0.42 0.63 -1.26
I -0.41 -1.28 -2.82
H -1.91 -0.77 1.82
H -0.76 0.64 1.91
H -0.28 -1.13 1.72
H 1.56 0.87 -0.17
H 1.98 0.81 -1.69

## Properties
Gap between HOMO and LUMO (spin up / spin down)   8.062 / 7.560 eV
LUMO energy (spin up / spin down)   -0.62 / -0.12 eV
Total charge   0
Energy relative to the best compared isomer or geometry (same formula, charge and spin)   314.1 kJ/mol

=====

# CH5INP

2 unconnected molecules or ions with the total composition CH5INP in a non-equilibrium geometry (wB97M-V/def2-TZVPD, the OMol25 dataset).

Cartesian coordinates (Å):
C -0.89 -1.04 0.11
N -0.46 1.63 0.04
P -1.67 0.69 0.11
I 3.65 -0.25 -0.03
H -0.08 -0.96 0.83
H -0.67 -1.26 -0.88
H -1.69 -1.78 0.22
H -0.56 2.63 0.02
H 2.35 0.34 -0.41

## Properties
Spin multiplicity   3
Gap between HOMO and LUMO (spin up / spin down)   7.462 / 7.821 eV
LUMO energy (spin up / spin down)   0.89 / -2.23 eV
Expectation value of S²   2.011
Total charge   0
Energy relative to the best compared isomer or geometry (same formula, charge and spin)   205.5 kJ/mol

=====

# CH5INPS

CH5INPS in the gas phase in a non-equilibrium geometry (wB97M-V/def2-TZVPD, the OMol25 dataset).

Cartesian coordinates (Å):
C -0.53 1.35 0.67
N -0.68 -1.17 -0.38
P -0.50 0.48 -1.02
S 2.20 -2.21 -0.66
I 2.46 0.19 -1.22
H -0.63 2.44 0.72
H -1.51 1.08 1.16
H 0.22 1.23 1.37
H -0.17 -1.48 0.45
H -0.86 -1.91 -1.08

## Properties
Gap between HOMO and LUMO   6.491 eV
LUMO energy   -1.39 eV
Total charge   0
Energy relative to the best compared isomer or geometry (same formula, charge and spin)   311.7 kJ/mol

=====

# CH5ISi

A molecular structure, CH5ISi in a non-equilibrium geometry (wB97M-V/def2-TZVPD, the OMol25 dataset).

Cartesian coordinates (Å):
C 0.08 0.85 0.45
Si -0.02 -0.77 -0.63
I -1.19 0.65 2.12
H 1.10 0.99 0.98
H -0.28 1.63 -0.10
H -0.58 -0.36 -1.81
H 1.35 -1.01 -1.09
H -0.47 -1.98 0.07

## Properties
Gap between HOMO and LUMO   9.728 eV
LUMO energy   0.47 eV
Total charge   0
Energy relative to the best compared isomer or geometry (same formula, charge and spin)   127.7 kJ/mol

=====

# CH5N2

A gas-phase ion, CH5N2 (charge +1) in a non-equilibrium geometry (wB97M-V/def2-TZVPD, the OMol25 dataset).

Cartesian coordinates (Å):
N 1.03 0.37 -0.42
C -0.20 -0.13 -0.39
N -1.03 0.11 0.62
H 1.54 0.31 0.44
H 1.48 0.18 -1.31
H -0.55 -0.75 -1.21
H -1.65 -0.66 0.85
H -0.60 0.58 1.42

## Properties
Gap between HOMO and LUMO   12.048 eV
LUMO energy   -4.96 eV
Total charge   +1
Energy relative to the best compared isomer or geometry (same formula, charge and spin)   50.2 kJ/mol

=====

# CH5N2O

A gas-phase ion, CH5N2O (charge +1) in a non-equilibrium geometry (wB97M-V/def2-TZVPD, the OMol25 dataset).

Cartesian coordinates (Å):
N -0.63 -0.39 -1.09
C 0.16 0.10 -0.12
N -0.01 0.04 1.17
O 0.72 1.01 1.80
H -0.35 -0.16 -1.95
H -1.39 -1.06 -0.80
H 1.06 0.57 -0.47
H -0.67 -0.51 1.71
H 1.46 0.59 2.31

## Properties
Gap between HOMO and LUMO   11.743 eV
LUMO energy   -4.32 eV
Total charge   +1
Energy relative to the best compared isomer or geometry (same formula, charge and spin)   203.0 kJ/mol

=====

# CH5N2O3S

3 unconnected molecules or ions with the total composition CH5N2O3S in a non-equilibrium geometry (wB97M-V/def2-TZVPD, the OMol25 dataset).

Cartesian coordinates (Å):
C -0.79 0.94 0.47
N -1.98 -0.62 1.81
N -1.79 0.23 0.91
O 0.27 -0.73 -1.22
O 3.09 0.50 -2.68
O 3.59 -1.79 -1.95
S 2.96 -0.49 -1.64
H 0.32 0.85 0.75
H -0.96 1.68 -0.25
H -0.50 -0.23 -0.86
H -0.07 -1.67 -0.90
H -1.05 -0.97 2.11

## Properties
Gap between HOMO and LUMO   4.678 eV
LUMO energy   2.15 eV
Total charge   -1
Energy relative to the best compared isomer or geometry (same formula, charge and spin)   332.4 kJ/mol

=====

# CH5N2OPS

2 unconnected molecules or ions with the total composition CH5N2OPS in a non-equilibrium geometry (wB97M-V/def2-TZVPD, the OMol25 dataset).

Cartesian coordinates (Å):
C 0.46 0.56 0.76
N 1.67 0.96 0.30
N -0.48 0.16 -0.23
O 0.27 0.33 1.99
P -1.86 -0.51 0.29
S 0.91 -1.66 -1.90
H 1.89 1.05 -0.61
H 2.41 0.94 1.01
H -2.61 -0.17 -0.70
H -2.24 0.49 1.22
H -0.42 -2.15 -2.13

## Properties
Gap between HOMO and LUMO (spin up / spin down)   7.433 / 7.347 eV
LUMO energy (spin up / spin down)   -1.92 / -2.22 eV
Total charge   0
Energy relative to the best compared isomer or geometry (same formula, charge and spin)   304.8 kJ/mol

=====

# CH5N2S

A gas-phase ion, CH5N2S (charge +1) in a non-equilibrium geometry (wB97M-V/def2-TZVPD, the OMol25 dataset).

Cartesian coordinates (Å):
N 0.89 -0.74 0.13
C 0.69 0.53 0.17
N -0.86 0.83 0.19
S -2.05 -0.50 0.11
H 1.70 -1.15 0.55
H 0.05 -1.22 0.04
H 1.21 1.47 0.34
H -1.30 1.60 -0.28
H -1.75 -0.93 -1.18

## Properties
Gap between HOMO and LUMO   9.705 eV
LUMO energy   -5.29 eV
Total charge   +1
Energy relative to the best compared isomer or geometry (same formula, charge and spin)   160.6 kJ/mol

=====

# CH5N2S

2 unconnected molecules or ions with the total composition CH5N2S in a non-equilibrium geometry (wB97M-V/def2-TZVPD, the OMol25 dataset).

Cartesian coordinates (Å):
C 0.28 -0.27 -0.29
N 1.41 0.52 1.31
N -0.77 0.37 -0.33
S -2.21 0.06 -1.21
H 0.39 -1.23 -0.65
H 2.40 0.49 0.90
H 1.11 -0.27 1.96
H -0.65 1.32 0.21
H -1.96 -0.99 -1.91

## Properties
Gap between HOMO and LUMO   9.395 eV
LUMO energy   -5.81 eV
Total charge   +1
Energy relative to the best compared isomer or geometry (same formula, charge and spin)   457.5 kJ/mol